Entry from OMol25: 2 unconnected molecules or ions with the total composition C31H31BF4O3 in a non-equilibrium geometry (ωB97M-V/def2-TZVPD).

Geometry as ORCA input:
```
! wB97M-V def2-TZVPD RIJCOSX def2/J DEFGRID3
* xyz 0 1
H -0.27 -2.27 1.92
C -1.88 0.61 3.52
C 3.59 -3.99 2.11
C -0.28 -3.92 -0.33
H 5.10 -6.19 -2.47
H 2.17 0.93 5.79
C -3.73 -2.81 -2.59
H -2.35 1.10 2.68
C -2.64 -3.86 -0.57
H -1.61 -4.71 1.11
F -4.84 -3.20 -1.94
C 4.15 -6.65 -2.76
O 0.64 -4.77 1.87
H 2.90 -1.61 3.47
H 2.20 -5.11 4.00
H -3.63 -4.07 -0.20
H 3.82 -6.19 -3.68
H -1.15 -2.44 -3.22
C -4.96 -1.28 4.25
C -2.37 -1.20 5.21
C -0.03 -2.70 2.89
C -1.24 -2.93 -2.27
F -3.72 -1.47 -2.74
C -0.59 1.13 3.81
C -0.12 -3.29 -1.54
C 1.10 -3.73 2.74
O 2.72 -5.24 -1.24
H 0.97 -7.31 0.60
F -3.66 -3.41 -3.80
C -4.59 -2.10 5.30
H 0.25 -1.90 3.57
C 2.49 -7.46 -1.00
F -5.49 -2.94 5.86
B 1.03 -4.31 0.50
H 3.35 -5.01 1.81
H 4.37 -3.63 1.44
C -3.29 -2.05 5.77
C -1.53 -4.21 0.16
C 1.80 -5.49 -0.27
C 0.31 0.66 4.79
C -4.05 -0.43 3.68
H -0.84 2.64 2.31
H 2.63 -8.52 -1.14
H 0.58 -4.75 4.58
C 1.51 1.29 5.02
H 1.28 3.77 2.75
H -4.35 0.21 2.87
H 3.97 -3.99 3.12
C -2.71 -0.35 4.15
H -0.93 -3.18 3.27
C 1.64 -6.84 -0.10
H 0.87 -3.08 -1.89
H -1.37 -1.21 5.60
O 1.94 -3.12 0.60
H 3.50 -1.28 1.84
C -0.18 2.25 3.06
C 2.34 -3.10 1.97
H 1.81 -1.01 2.21
H 1.87 -3.55 4.77
H 4.33 -7.71 -2.95
H -5.98 -1.28 3.92
H 0.06 -0.20 5.38
C -2.50 -3.21 -1.78
C 1.87 2.41 4.28
C 2.66 -1.66 2.40
H 2.80 2.91 4.48
C 1.02 2.88 3.30
C 3.14 -6.46 -1.69
C 1.47 -4.31 4.11
H -3.03 -2.68 6.61
*
```

Computed properties:
Strongest force on any atom: 3.08 eV/A
HOMO: -5.906 eV
Gap between HOMO and LUMO: 1.83 eV
LUMO: -4.07 eV

***

Entry from OMol25: a molecular structure, C31H31BMoN5P2 (ωB97M-V/def2-TZVPD).

Geometry as ORCA input:
```
! wB97M-V def2-TZVPD RIJCOSX def2/J DEFGRID3
* xyz 3 3
H -0.60 -4.25 5.24
C 0.81 -2.85 4.44
C -1.40 -1.14 4.15
H -0.16 -2.61 1.73
H -3.77 0.78 2.98
H -5.61 2.19 -1.39
H -2.24 -0.47 4.08
H 0.17 -4.29 0.70
C 2.71 3.72 4.67
H -2.55 -2.75 4.95
C -5.52 0.95 1.76
N 1.04 -2.32 -0.13
H -7.10 1.26 0.35
H 0.75 6.24 -1.03
H -1.21 3.67 3.90
H -2.18 -4.49 -1.11
H 2.31 -3.58 -1.23
C 0.45 3.03 -0.01
H 1.70 3.38 2.81
C -3.85 2.01 -0.20
B -0.07 -3.14 0.53
H 3.67 -1.24 -1.71
C -1.01 5.39 -0.15
C -2.34 -3.47 -0.80
C -4.16 1.08 2.01
H -3.20 2.42 -0.97
C 2.41 2.04 6.38
C 1.90 3.01 3.81
N 1.00 -0.98 0.16
C 1.03 4.17 -0.54
H -1.58 6.31 -0.20
H -6.17 0.56 2.53
H -1.87 2.35 4.88
C -5.20 1.88 -0.44
C 2.09 -2.57 -0.90
H 1.66 -3.51 4.57
C 0.30 5.35 -0.61
N -1.89 -1.56 0.20
C -6.04 1.35 0.54
C -3.32 1.62 1.04
H 3.15 4.66 4.34
H 2.05 4.15 -0.91
C 1.34 1.80 4.25
P -1.55 1.63 1.26
C 2.78 -1.38 -1.13
P 0.23 0.98 3.15
C -0.10 -0.70 3.77
H 2.61 1.68 7.38
C 1.00 -1.59 3.90
C -1.57 -2.42 4.65
C -0.46 -3.26 4.82
C -3.44 -2.63 -1.00
H 2.28 0.63 -0.35
C -1.82 2.76 3.88
H -2.62 4.29 0.74
C -0.86 3.06 0.44
H -3.68 -0.54 -0.28
C 2.07 -0.42 -0.44
H 1.99 -1.26 3.60
N -1.24 1.77 2.95
N -1.43 -2.82 -0.08
Mo -0.51 -0.68 1.50
C -1.60 4.25 0.38
C 2.97 3.24 5.95
H 3.60 3.80 6.61
H -2.82 3.01 3.55
C 1.59 1.31 5.53
H 1.14 0.39 5.88
H 1.02 2.11 0.04
H -4.34 -2.86 -1.53
C -3.11 -1.45 -0.36
*
```

Computed properties:
Strongest force on any atom: 0.74 eV/A
HOMO (alpha / beta): -17.151 / -17.304 eV
Gap between HOMO and LUMO (alpha / beta): 6.11 / 6.72 eV
LUMO (alpha / beta): -11.04 / -10.58 eV

***

Entry from OMol25: a molecular structure, C31H31BeF6N4OS2SbTe (ωB97M-V/def2-TZVPD).

Geometry as ORCA input:
```
! wB97M-V def2-TZVPD RIJCOSX def2/J DEFGRID3
* xyz 0 1
H -1.87 7.19 0.41
H 4.10 2.55 4.82
H -4.02 4.52 -0.41
C 0.97 2.94 0.75
H -3.99 1.22 -0.70
H -2.55 6.56 1.91
O -2.72 -0.64 -0.60
H 2.97 1.18 -0.39
C -2.89 -4.05 2.59
H 1.11 3.14 1.82
H -3.25 -3.03 -1.11
H -4.14 -5.21 -0.33
H -1.00 2.17 -3.14
F 3.61 -4.10 0.30
H -4.54 2.68 -1.53
H 3.20 -1.62 -0.92
C 2.30 -1.84 -0.35
Sb 2.28 -4.76 1.48
S 1.13 0.26 2.99
C -2.48 -2.49 0.81
H -3.89 -5.86 2.04
N -0.76 -0.67 0.52
H 3.67 0.40 -1.79
H -0.15 5.25 1.21
C -0.85 4.60 0.71
S 4.02 1.16 2.94
H -0.13 3.61 -4.88
F 2.71 -3.34 2.61
H 1.28 -1.97 -2.82
H -1.41 -5.21 -1.98
N 3.07 -0.47 1.26
N 0.93 -3.82 -0.06
H -0.37 -5.37 0.27
C 0.92 1.75 -2.23
C -1.34 2.48 -0.29
H -2.80 -4.32 3.63
C 1.36 -2.83 -0.87
C -3.14 -3.34 -0.08
C -0.10 -3.61 -2.60
Be 0.48 -1.26 1.59
C 2.30 1.95 -2.30
H 4.20 2.01 -1.34
C -2.38 -2.84 2.15
H 2.49 2.66 4.07
H -3.29 1.66 -2.23
Te -0.68 0.63 -1.11
C -2.65 2.90 -0.57
C -3.01 4.19 -0.19
N 2.08 -1.27 0.77
F 0.16 -2.51 2.25
C -0.62 -4.54 -1.71
C -2.55 6.45 0.83
C -3.64 -4.55 0.36
C 3.32 1.36 -1.39
F 0.71 -5.33 2.33
H -3.55 6.67 0.47
H 2.91 1.25 5.07
C 2.69 0.22 2.32
C 0.07 2.33 -3.17
C -0.43 3.32 0.36
C -3.67 2.07 -1.30
C 3.29 1.98 4.36
F 2.05 -6.20 0.25
H 3.83 2.96 -3.39
H 2.33 4.02 -5.02
C 0.56 3.15 -4.17
F 3.40 -5.86 2.50
C -1.98 -1.20 0.23
C -3.51 -4.91 1.70
C -0.06 -4.62 -0.45
C -2.13 5.06 0.44
C 0.89 -2.74 -2.17
C 2.76 2.79 -3.33
H 1.19 1.89 0.61
H 1.71 3.52 0.20
H -1.91 -2.17 2.85
C 1.92 3.38 -4.25
H -0.49 -3.55 -3.61
*
```

Computed properties:
Strongest force on any atom: 0.70 eV/A
HOMO: -8.226 eV
Gap between HOMO and LUMO: 7.00 eV
LUMO: -1.22 eV

***

Entry from OMol25: a molecular structure, C31H31EuN7O5S in a non-equilibrium geometry (ωB97M-V/def2-TZVPD).

Geometry as ORCA input:
```
! wB97M-V def2-TZVPD RIJCOSX def2/J DEFGRID3
* xyz 2 8
C 3.13 2.36 3.37
C -1.44 -2.29 -1.96
N -2.74 -3.29 3.41
N -1.77 -1.59 4.91
H -2.74 -2.83 1.40
H -2.85 0.64 -1.71
H -3.15 0.04 5.27
N -4.02 -1.27 3.83
C 0.03 0.13 -5.86
C -3.21 -2.32 -5.23
C -4.06 -2.73 3.59
N 1.16 1.15 1.83
C -1.97 -2.76 -3.15
H -4.54 -3.01 2.65
H -4.02 -0.16 -3.82
O 1.44 -1.48 0.98
C 4.48 3.35 -3.83
C 2.74 2.47 -2.42
O -0.39 4.33 2.39
C 3.59 2.45 -1.29
C 2.21 0.45 2.22
C -2.87 -1.98 -3.88
H 2.40 -2.08 -4.72
C 0.88 0.86 -3.80
C 0.99 2.44 2.28
H 4.18 0.55 3.25
O -1.26 2.45 1.51
C -3.26 -0.77 -3.35
C 1.75 -0.24 -3.71
H 3.53 -1.35 3.15
C 5.38 3.27 -2.73
C -2.13 -2.58 2.28
H -1.06 0.17 3.93
C -3.26 -0.61 2.70
H 2.43 -0.28 -2.87
C -1.12 -0.96 3.77
H -1.27 4.65 2.60
C 3.24 1.02 3.02
H 3.82 2.83 4.05
O 3.17 -1.76 2.38
H 6.42 3.49 -2.88
H 1.99 4.24 3.16
H -0.45 2.12 -4.84
C 2.18 -0.97 1.82
O 1.08 0.83 -1.23
H -0.22 -1.49 3.59
H 0.70 -1.67 -6.61
H -0.71 -2.94 -1.49
Eu -0.58 -0.05 0.40
N -1.90 -1.17 2.53
H 2.40 3.25 -4.33
C -0.31 3.11 1.99
N -3.48 -2.71 -6.33
C 1.73 -1.21 -4.72
H 3.19 2.21 -0.37
H -3.87 -0.75 1.82
C 4.93 2.80 -1.46
C 0.81 -1.01 -5.74
H -4.59 -3.18 4.43
C -3.15 -1.05 5.03
H 4.77 3.76 -4.79
H -2.40 -3.37 5.58
N -1.74 -1.10 -1.48
C -1.92 -2.99 4.67
C 1.99 3.13 2.98
C -2.72 -0.37 -2.14
H -0.95 -3.47 4.48
C 0.06 1.15 -4.81
H -1.13 -2.99 2.12
H -1.76 -3.81 -3.40
S 1.01 1.90 -2.37
H 5.60 2.83 -0.57
C 3.14 3.09 -3.61
H -3.23 0.50 2.93
H -3.60 -1.60 5.89
H -0.69 0.21 -6.69
*
```

Computed properties:
Strongest force on any atom: 5.05 eV/A
HOMO (alpha / beta): -13.002 / -13.501 eV
Gap between HOMO and LUMO (alpha / beta): 6.40 / 6.90 eV
LUMO (alpha / beta): -6.60 / -6.60 eV

***

Entry from OMol25: a molecular structure, C31H31I2N5OSTi in a non-equilibrium geometry (ωB97M-V/def2-TZVPD).

Geometry as ORCA input:
```
! wB97M-V def2-TZVPD RIJCOSX def2/J DEFGRID3
* xyz 0 1
H -0.17 2.02 1.42
C 0.03 -0.76 4.97
C -0.79 2.18 -1.37
C 2.01 -3.10 -1.77
C -2.82 1.20 -2.62
H -1.51 -1.74 -3.34
H 4.44 4.82 -4.46
C 1.29 2.95 -0.53
C 2.45 4.28 -3.89
C 0.03 0.68 4.50
C -4.89 -1.68 0.76
C -0.23 -3.33 -1.05
S -2.99 -3.45 -0.38
H 0.15 -0.80 6.05
H -6.11 -0.18 1.64
C 4.35 4.11 -2.45
H 2.02 4.52 -4.86
H -5.68 -2.41 0.69
N 0.97 -1.40 2.84
H 0.66 3.77 -0.14
H 2.88 -2.49 -1.99
I 1.85 -0.10 -3.53
C -4.10 0.52 1.39
C -2.82 0.23 0.96
C 0.84 -2.46 -1.31
C -1.79 -0.75 -3.01
C -5.12 -0.43 1.29
H 1.04 -6.35 -1.87
H -2.03 0.95 1.02
H -1.18 3.19 -1.25
H -1.04 2.48 2.91
C -2.57 -1.03 0.41
C 1.64 3.78 -2.89
C 0.98 -5.28 -1.71
C 3.80 4.44 -3.67
C -0.19 -4.71 -1.26
C 1.15 -1.49 4.28
C -2.97 -0.04 -3.25
C -3.60 -1.98 0.32
H 1.12 -2.49 1.05
H 1.91 2.57 0.29
H -1.05 -5.33 -1.04
C 2.08 -4.47 -1.96
H 2.64 -2.32 1.93
H 0.87 1.23 4.95
N 0.11 0.75 3.06
H 1.16 -2.55 4.54
C 2.17 3.45 -1.65
H 2.13 -1.08 4.56
C -1.42 -2.70 -0.48
H 0.71 2.75 2.78
N 0.41 1.87 -0.98
C -0.11 2.07 2.51
C 1.56 -2.46 2.05
H -4.32 1.49 1.81
H 5.41 4.23 -2.27
I 3.37 -0.06 -0.26
C -1.57 1.18 -2.00
H 3.00 -4.91 -2.31
Ti 0.68 -0.31 -1.04
H -0.93 -1.24 4.73
C 0.58 -0.25 2.26
H -3.52 2.02 -2.62
H 0.58 3.63 -3.08
O 0.61 -0.07 1.03
N -1.35 -1.47 -0.05
H 1.36 -3.41 2.55
H 3.96 3.34 -0.49
C 3.54 3.62 -1.44
N -0.94 -0.02 -2.25
H -0.89 1.19 4.81
H -3.80 -0.39 -3.83
*
```

Computed properties:
Strongest force on any atom: 1.02 eV/A
HOMO: -7.150 eV
Gap between HOMO and LUMO: 6.47 eV
LUMO: -0.68 eV

***

Entry from OMol25: a molecular structure, C31H31IrNO4PSe2Te2 (ωB97M-V/def2-TZVPD).

Geometry as ORCA input:
```
! wB97M-V def2-TZVPD RIJCOSX def2/J DEFGRID3
* xyz -1 6
H -2.03 2.63 1.13
C 3.33 2.79 0.83
H -6.64 3.28 2.53
H 4.56 4.48 1.43
C 1.13 -4.97 0.01
C -3.88 -0.15 0.07
H -1.81 -0.76 3.70
Te 3.03 2.38 -4.64
H 1.37 -1.76 -6.18
C -0.49 -2.71 -5.66
Te 4.73 0.22 -3.87
C 0.90 -1.52 -4.10
H -4.88 0.11 0.40
C 0.00 -1.79 -3.08
H 2.09 4.55 1.06
C -1.80 0.91 2.39
C -5.67 3.14 3.00
C 1.88 -2.34 0.52
C -2.38 0.08 3.34
H -3.79 1.43 -1.38
C 0.66 -1.98 -5.39
H 1.24 3.16 0.35
H 2.56 -5.50 1.52
H 4.52 1.19 -0.03
H 3.13 -0.89 1.20
C -3.20 -1.20 0.66
H -3.66 -1.76 1.46
N 2.21 -0.98 0.78
Se 1.51 1.98 -2.54
H 0.85 -6.00 -0.20
C 0.92 -2.62 -0.46
H -1.90 -2.67 -2.59
H -4.14 -0.33 4.56
O -4.65 3.22 2.02
O -5.61 1.84 3.59
Se 3.98 -1.00 -1.88
P 0.36 -1.16 -1.40
C 2.46 -3.38 1.23
H -0.68 -3.07 -6.67
H 2.97 3.23 2.94
H 4.87 3.90 -0.22
C 0.55 -3.93 -0.70
C -2.49 2.01 1.89
O 0.17 -0.42 2.33
H -2.31 -3.52 -4.87
C -3.75 2.24 2.38
H -1.50 0.87 -2.11
C -3.67 0.31 3.83
H -0.18 -4.15 -1.47
C 3.49 1.55 -0.01
C 2.19 3.70 0.37
C -0.43 0.59 1.83
H 3.21 -3.16 1.99
H 3.86 1.72 2.66
C -1.99 0.27 -1.35
C -1.31 -0.80 -0.78
O -0.02 1.28 0.88
C 3.05 2.35 2.29
H 1.49 -0.61 1.49
C 4.64 3.59 0.80
C -1.17 -2.50 -3.37
C -3.27 0.59 -0.94
H 1.78 -0.94 -3.89
H 5.47 2.98 1.17
H 2.12 1.79 2.34
H 2.40 4.10 -0.63
C -4.33 1.41 3.32
C -1.92 -1.53 0.23
Ir 2.06 0.35 -0.94
C -1.41 -2.97 -4.65
H -5.49 3.90 3.78
C 2.09 -4.69 0.97
H -1.38 -2.34 0.72
*
```

Computed properties:
Strongest force on any atom: 0.80 eV/A
HOMO (alpha / beta): -2.954 / -4.979 eV
Gap between HOMO and LUMO (alpha / beta): 5.20 / 6.02 eV
LUMO (alpha / beta): 2.25 / 1.04 eV

***

What did we get for E_tot? Answer: -50337.7418; -61185.3123; -92870.5316; -83468.6972; -92304.5099; -199738.7612 eV, in the order shown.
What did we get for energy above the lowest of the compared OMol25 structures with the same formula, charge and spin? Answer: 368.3; 30.0; 172.1; 0.0; 38.9; 30.3 kJ/mol, in the order shown.